[1]
{
  "formula": "C16H16N2O4S",
  "method": "ωB97M-V with the def2-TZVPD basis set",
  "elements": ["C", "C", "C", "C", "C", "C", "N", "S", "O", "O", "C", "C", "C", "C", "C", "C", "N", "C", "O", "C", "O", "C", "C", "H", "H", "H", "H", "H", "H", "H", "H", "H", "H", "H", "H", "H", "H", "H", "H"],
  "positions_angstrom": [[-3.739, -2.185, 0.875], [-2.566, -1.574, -0.058], [-1.582, -2.271, -0.658], [-0.698, -1.843, -1.453], [-0.690, -0.622, -1.771], [-1.733, 0.282, -0.979], [-1.698, 1.870, -1.276], [-0.857, 2.409, 0.004], [-0.401, 3.923, -0.390], [-1.780, 2.591, 1.105], [0.454, 1.518, 0.634], [0.403, 0.332, 1.436], [1.386, -0.428, 1.678], [2.734, -0.071, 0.872], [2.757, 0.967, 0.193], [1.672, 1.771, -0.238], [4.028, 1.251, -0.450], [4.996, 0.300, -0.260], [6.153, 0.646, -1.128], [4.764, -1.060, 0.193], [3.694, -0.870, 1.146], [-2.797, -0.309, -0.100], [-3.806, 0.709, 0.175], [-3.563, -3.236, 0.775], [-4.764, -2.068, 0.576], [-3.866, -1.647, 1.775], [-1.717, -3.226, -0.426], [-0.042, -2.509, -1.883], [0.037, -0.124, -2.248], [-1.080, 2.098, -1.995], [-0.608, 0.342, 1.761], [1.347, -1.099, 2.222], [1.691, 2.726, -0.643], [4.235, 1.978, -0.906], [4.392, -1.943, -0.617], [5.478, -1.543, 0.807], [-3.806, 1.694, -0.260], [-3.606, 0.782, 1.359], [-4.822, 0.439, 0.152]],
  "nbo_charge": [-0.66, 0.08, -0.23, -0.23, -0.19, 0.14, -0.80, 2.17, -0.93, -0.95, -0.34, -0.21, -0.12, 0.32, 0.05, -0.16, -0.51, 0.57, -0.66, -0.15, -0.47, -0.05, -0.65, 0.22, 0.22, 0.22, 0.20, 0.22, 0.20, 0.40, 0.24, 0.17, 0.26, 0.41, 0.23, 0.25, 0.27, 0.24, 0.23],
  "multiplicity": 1,
  "homo_ev": -9.03,
  "de_lowest_kj_mol": 1455.1,
  "smiles": "Cc1cccc(NS(=O)(=O)c2ccc3c(c2)NC(=O)CO3)c1C",
  "lumo_ev": -0.90,
  "gap_ev": 8.13,
  "e_tot_ev": -38843.1279
}

---

[2]
{
  "formula": "C16H16N4O3PPdSTe2",
  "method": "ωB97M-V with the def2-TZVPD basis set",
  "elements": ["Pd", "S", "N", "C", "C", "C", "C", "C", "N", "C", "C", "N", "C", "C", "C", "C", "C", "N", "H", "H", "H", "H", "H", "H", "Te", "C", "C", "O", "P", "O", "Te", "O", "C", "C", "H", "H", "H", "H", "H", "H", "H", "H", "H", "H"],
  "positions_angstrom": [[0.466, 0.907, -1.151], [1.382, 2.373, 6.083], [0.281, 1.452, 5.356], [0.504, 1.548, 4.055], [-0.243, 0.873, 3.015], [-1.322, 0.018, 3.252], [-1.954, -0.573, 2.181], [-1.497, -0.306, 0.893], [-0.481, 0.510, 0.665], [0.148, 1.099, 1.697], [1.260, 1.981, 1.361], [1.565, 2.133, 0.046], [2.569, 2.936, -0.290], [3.320, 3.630, 0.656], [3.030, 3.482, 1.990], [1.977, 2.640, 2.356], [1.583, 2.407, 3.732], [2.157, 2.947, 4.795], [-1.640, -0.167, 4.270], [-2.793, -1.239, 2.322], [-1.951, -0.758, 0.021], [2.790, 3.021, -1.342], [4.123, 4.269, 0.319], [3.593, 3.996, 2.757], [1.555, 1.474, -3.398], [-2.703, -0.038, -3.062], [-1.429, -0.749, -3.434], [-0.606, -0.848, -2.227], [0.725, -1.819, -2.173], [1.245, -1.624, -0.805], [2.151, -1.142, -4.006], [0.296, -3.283, -2.536], [-0.306, -4.167, -1.538], [-1.810, -4.113, -1.641], [-3.325, 0.083, -3.948], [-2.484, 0.956, -2.667], [-3.272, -0.602, -2.322], [-0.863, -0.197, -4.183], [-1.607, -1.765, -3.790], [0.057, -3.871, -0.555], [0.083, -5.154, -1.775], [-2.185, -3.116, -1.402], [-2.249, -4.818, -0.934], [-2.141, -4.384, -2.643]],
  "nbo_charge": [0.72, 1.00, -0.58, 0.10, -0.08, -0.09, -0.23, 0.09, -0.47, 0.25, 0.16, -0.41, 0.09, -0.23, -0.08, -0.07, 0.12, -0.58, 0.25, 0.24, 0.22, 0.24, 0.25, 0.25, -0.18, -0.64, -0.07, -0.86, 2.07, -1.12, 0.04, -0.84, -0.07, -0.64, 0.24, 0.22, 0.21, 0.21, 0.20, 0.20, 0.21, 0.20, 0.23, 0.23],
  "multiplicity": 1,
  "homo_ev": [-10.28, -10.28],
  "de_lowest_kj_mol": 64.4,
  "lumo_ev": [-3.93, -3.92],
  "gap_ev": [6.35, 6.35],
  "e_tot_ev": -67143.1646,
  "total_charge": 1
}

---

[3]
{
  "formula": "C16H17AuFNO2SSi",
  "method": "ωB97M-V with the def2-TZVPD basis set",
  "elements": ["Au", "C", "Si", "C", "C", "N", "C", "C", "C", "C", "C", "C", "F", "H", "H", "H", "H", "H", "H", "H", "H", "H", "H", "H", "H", "H", "O", "C", "O", "C", "C", "C", "C", "C", "C", "S", "H", "H", "H", "H"],
  "positions_angstrom": [[0.862, 0.160, 0.682], [-2.319, -0.537, -1.251], [-1.130, -1.887, -0.617], [-1.600, -3.533, -1.462], [-1.462, -2.107, 1.250], [0.512, -1.253, -0.727], [1.565, -1.680, -1.450], [1.574, -2.885, -2.190], [2.693, -3.346, -2.845], [3.886, -2.638, -2.809], [3.905, -1.414, -2.160], [2.777, -0.950, -1.525], [2.869, 0.284, -0.967], [-3.343, -0.856, -1.086], [-2.205, -0.325, -2.308], [-2.178, 0.394, -0.713], [-2.638, -3.751, -1.227], [-1.016, -4.374, -1.102], [-1.523, -3.501, -2.544], [-2.479, -2.444, 1.416], [-1.342, -1.171, 1.789], [-0.797, -2.835, 1.704], [0.664, -3.454, -2.214], [2.630, -4.267, -3.405], [4.772, -3.016, -3.296], [4.781, -0.787, -2.166], [-0.077, 1.202, 3.996], [0.336, 1.705, 2.972], [1.332, 1.281, 2.270], [-0.309, 2.990, 2.473], [-0.792, 3.861, 3.442], [-1.393, 5.059, 3.102], [-1.508, 5.405, 1.762], [-1.042, 4.555, 0.782], [-0.445, 3.332, 1.120], [0.016, 2.360, -0.246], [-0.695, 3.570, 4.475], [-1.781, 5.715, 3.867], [-1.969, 6.336, 1.473], [-1.134, 4.802, -0.266]],
  "nbo_charge": [1.11, -1.11, 1.76, -1.12, -1.12, -1.05, 0.07, -0.24, -0.20, -0.23, -0.28, 0.39, -0.35, 0.24, 0.24, 0.24, 0.25, 0.24, 0.24, 0.24, 0.24, 0.24, 0.22, 0.22, 0.22, 0.23, -0.58, 0.77, -0.75, -0.20, -0.09, -0.24, -0.18, -0.24, -0.19, 0.15, 0.23, 0.22, 0.22, 0.22],
  "multiplicity": 1,
  "homo_ev": [-8.03, -8.05],
  "lumo_ev": [-3.31, -3.30],
  "gap_ev": [4.72, 4.74],
  "e_tot_ev": -47574.8489
}

---

[4]
{
  "formula": "C16H17BFNO3",
  "method": "ωB97M-V with the def2-TZVPD basis set",
  "elements": ["C", "C", "C", "O", "C", "C", "C", "C", "C", "C", "N", "C", "C", "F", "C", "C", "C", "C", "B", "O", "O", "C", "H", "H", "H", "H", "H", "H", "H", "H", "H", "H", "H", "H", "H", "H", "H", "H", "H"],
  "positions_angstrom": [[-2.717, 2.281, -0.448], [-2.753, 0.890, 0.087], [-1.673, 0.052, -0.231], [-0.641, 0.502, -1.089], [0.708, 0.284, -0.786], [1.554, 0.507, -1.859], [2.893, 0.342, -1.705], [3.501, -0.153, -0.524], [4.989, -0.334, -0.430], [5.558, -1.544, -1.174], [5.699, 0.903, -0.807], [2.641, -0.411, 0.545], [1.275, -0.234, 0.414], [0.499, -0.454, 1.480], [-1.734, -1.272, 0.172], [-2.816, -1.771, 0.870], [-3.867, -0.948, 1.151], [-3.815, 0.390, 0.835], [-5.161, 0.895, 1.520], [-5.465, 2.248, 1.573], [-5.886, -0.085, 2.176], [-5.088, -1.244, 1.982], [-3.489, 2.896, 0.024], [-1.743, 2.707, -0.233], [-2.805, 2.322, -1.537], [1.109, 0.839, -2.780], [3.503, 0.472, -2.581], [5.186, -0.468, 0.652], [6.638, -1.487, -1.210], [5.342, -2.528, -0.766], [5.155, -1.523, -2.179], [5.674, 0.994, -1.839], [5.184, 1.680, -0.446], [2.977, -0.790, 1.522], [-0.908, -1.905, -0.105], [-2.806, -2.800, 1.264], [-6.316, 2.403, 2.001], [-4.755, -1.594, 2.956], [-5.649, -2.059, 1.504]],
  "nbo_charge": [-0.64, 0.00, 0.27, -0.49, 0.23, -0.24, -0.17, -0.05, -0.07, -0.61, -0.81, -0.26, 0.33, -0.32, -0.21, -0.21, -0.04, -0.33, 1.08, -0.88, -0.67, -0.08, 0.23, 0.22, 0.22, 0.23, 0.20, 0.19, 0.22, 0.22, 0.20, 0.35, 0.36, 0.23, 0.22, 0.21, 0.49, 0.19, 0.19],
  "multiplicity": 1,
  "homo_ev": -8.35,
  "de_lowest_kj_mol": 3.5,
  "smiles": "Cc1c(Oc2ccc([C@@H](C)N)cc2F)ccc2c1B(O)OC2",
  "lumo_ev": 0.64,
  "gap_ev": 8.99,
  "e_tot_ev": -27896.4338
}

---

[5]
{
  "formula": "C16H17BKN5O2S",
  "method": "ωB97M-V with the def2-TZVPD basis set",
  "elements": ["K", "S", "C", "N", "N", "C", "C", "C", "C", "C", "C", "N", "N", "C", "C", "C", "C", "C", "C", "H", "H", "H", "H", "H", "H", "H", "H", "H", "H", "H", "C", "C", "O", "O", "H", "H", "H", "B", "C", "N", "H", "H", "H"],
  "positions_angstrom": [[-0.592, 0.992, -1.838], [-2.270, -0.870, 0.290], [-0.854, -1.243, 1.197], [-0.582, -0.968, 2.424], [-1.531, -0.202, 3.051], [-1.482, 0.010, 4.392], [-2.515, 0.731, 5.018], [-2.483, 0.974, 6.377], [-1.430, 0.516, 7.164], [-0.408, -0.196, 6.547], [-0.421, -0.454, 5.187], [0.185, -2.049, 0.592], [0.728, -1.533, -0.386], [1.761, -2.340, -0.978], [2.309, -3.458, -0.352], [3.306, -4.170, -0.996], [3.752, -3.774, -2.256], [3.205, -2.657, -2.868], [2.210, -1.931, -2.224], [-2.359, 0.016, 2.503], [-3.337, 1.099, 4.415], [-3.293, 1.535, 6.829], [-1.408, 0.712, 8.229], [0.423, -0.563, 7.139], [0.374, -1.010, 4.711], [1.947, -3.747, 0.625], [3.742, -5.038, -0.515], [4.533, -4.339, -2.752], [3.521, -2.318, -3.847], [1.783, -1.057, -2.709], [0.896, 1.036, -6.152], [1.484, 0.309, -4.935], [2.471, -0.429, -5.116], [0.881, 0.512, -3.842], [1.537, 0.921, -7.025], [0.755, 2.093, -5.920], [-0.091, 0.621, -6.370], [-3.039, 5.828, -2.741], [-2.296, 4.483, -2.322], [-1.757, 3.506, -2.017], [-2.263, 6.509, -3.390], [-3.377, 6.412, -1.725], [-4.015, 5.533, -3.411]],
  "nbo_charge": [0.95, -0.54, 0.16, -0.35, -0.43, 0.20, -0.28, -0.20, -0.31, -0.19, -0.29, -0.16, -0.19, 0.15, -0.25, -0.23, -0.23, -0.20, -0.23, 0.40, 0.21, 0.19, 0.19, 0.19, 0.24, 0.23, 0.19, 0.19, 0.25, 0.28, -0.73, 0.79, -0.77, -0.86, 0.19, 0.21, 0.21, -0.57, 0.27, -0.61, -0.02, -0.02, -0.02],
  "multiplicity": 1,
  "homo_ev": -2.31,
  "de_lowest_kj_mol": 0.0,
  "lumo_ev": 4.45,
  "gap_ev": 6.76,
  "e_tot_ev": -56252.6703,
  "total_charge": -2
}

---

[6]
{
  "formula": "C16H17Br3CuIN2O3P",
  "method": "ωB97M-V with the def2-TZVPD basis set",
  "elements": ["C", "C", "O", "O", "C", "C", "C", "C", "C", "C", "C", "N", "C", "I", "C", "C", "Br", "C", "C", "Br", "N", "C", "C", "P", "O", "Br", "H", "H", "H", "H", "H", "H", "H", "H", "H", "H", "H", "H", "H", "H", "H", "H", "H", "Cu"],
  "positions_angstrom": [[4.067, 1.484, -0.045], [4.626, 0.382, -1.170], [5.311, 0.899, -2.193], [4.363, -1.041, -0.912], [4.020, -1.784, -2.134], [2.400, -1.887, -2.439], [1.673, -2.984, -1.451], [1.062, -2.113, -0.174], [1.995, -2.113, 1.195], [1.447, -1.223, 2.458], [0.040, -0.318, 2.440], [-0.254, 0.461, 3.692], [-1.557, 1.177, 3.472], [-2.252, 2.460, 5.158], [-2.520, 1.130, 2.162], [-3.967, 1.954, 2.104], [-5.226, 0.900, 3.317], [-4.671, 1.847, 0.591], [-3.843, 2.668, -0.561], [-6.580, 2.528, 0.815], [-2.145, 0.340, 0.941], [-0.838, -0.390, 1.071], [-0.343, -1.271, -0.254], [-1.462, -1.212, -1.825], [-1.435, -2.715, -2.703], [-0.576, 0.428, -3.198], [5.032, 2.079, 0.329], [3.597, 0.885, 0.847], [3.337, 2.278, -0.514], [4.571, -1.432, -3.104], [4.378, -2.907, -1.947], [2.195, -2.229, -3.555], [1.967, -0.789, -2.328], [0.882, -3.669, -1.974], [2.543, -3.712, -1.080], [2.994, -2.723, 1.209], [2.100, -1.209, 3.437], [-3.881, 3.062, 2.483], [-4.698, 0.678, 0.361], [-4.666, 3.204, -1.240], [-3.308, 1.890, -1.289], [-3.096, 3.470, -0.151], [-2.304, -3.180, -2.433], [-4.980, 4.695, 0.591]],
  "nbo_charge": [-0.73, 0.79, -0.58, -0.55, -0.09, -0.45, -0.48, 0.11, -0.21, -0.17, 0.13, -0.36, 0.04, 0.20, 0.11, -0.31, 0.06, -0.28, -0.75, 0.03, -0.43, 0.17, -0.45, 1.01, -0.97, -0.24, 0.26, 0.23, 0.25, 0.23, 0.19, 0.24, 0.23, 0.27, 0.23, 0.27, 0.26, 0.23, 0.30, 0.23, 0.33, 0.22, 0.51, 0.90],
  "multiplicity": 1,
  "homo_ev": -10.86,
  "de_lowest_kj_mol": 1230.5,
  "lumo_ev": -5.68,
  "gap_ev": 5.17,
  "e_tot_ev": -298125.1101,
  "total_charge": 1
}